<1>
Formula: C62H156N10O21
Source: the OMol25 dataset
Level of theory: ωB97M-V/def2-TZVPD

HOMO energy, eV: -8.13

Structure (ORCA input):
```
! wB97M-V def2-TZVPD RIJCOSX def2/J DEFGRID3
* xyz 0 1
C -5.125 3.009 -2.181
O -5.214 1.818 -1.405
C -4.322 0.852 -2.004
C -4.311 -0.328 -1.025
N -3.871 0.115 0.297
C -3.580 -0.956 1.215
C -3.021 -0.446 2.510
O -2.234 -1.314 3.166
C -1.770 -0.754 4.396
H -5.716 3.745 -1.758
H -5.477 2.864 -3.209
H -4.116 3.367 -2.430
H -3.299 1.285 -2.075
H -4.592 0.569 -3.066
H -3.695 -1.175 -1.401
H -5.345 -0.739 -0.958
H -4.591 0.667 0.724
H -2.902 -1.695 0.720
H -4.384 -1.607 1.455
H -3.845 -0.076 3.154
H -2.389 0.437 2.287
H -2.618 -0.476 5.059
H -1.120 0.042 4.157
H -1.145 -1.591 4.824
C 4.963 6.594 0.180
O 4.494 5.653 -0.733
C 3.888 4.559 -0.073
C 3.579 3.540 -1.131
N 4.812 2.874 -1.538
C 4.705 1.669 -2.361
C 4.300 2.053 -3.771
O 5.288 2.953 -4.251
C 4.951 3.415 -5.539
H 4.995 7.574 -0.215
H 5.957 6.399 0.514
H 4.250 6.612 1.053
H 3.056 4.913 0.539
H 4.640 4.153 0.603
H 3.035 3.946 -2.078
H 2.953 2.737 -0.694
H 5.490 3.478 -1.959
H 3.993 0.994 -1.881
H 5.697 1.211 -2.392
H 3.343 2.434 -3.835
H 4.277 1.104 -4.436
H 4.835 2.580 -6.236
H 5.791 4.113 -5.765
H 4.058 4.077 -5.504
C -2.142 0.453 -4.660
O -1.803 0.605 -3.291
C -0.394 0.695 -3.006
C -0.148 2.016 -2.383
N -0.493 3.134 -3.282
C 0.519 3.348 -4.287
C -0.026 4.084 -5.523
O -1.053 3.334 -6.204
C -1.538 4.008 -7.405
H -1.762 -0.482 -5.000
H -1.698 1.200 -5.335
H -3.212 0.480 -4.760
H 0.207 0.434 -3.888
H -0.204 -0.081 -2.272
H 0.890 2.150 -2.092
H -0.770 2.082 -1.475
H -1.320 2.785 -3.662
H 0.884 2.359 -4.702
H 1.352 4.042 -3.928
H 0.723 4.479 -6.233
H -0.526 5.030 -5.144
H -1.718 5.024 -7.097
H -2.431 3.474 -7.635
H -0.852 3.958 -8.235
C -6.110 6.152 6.846
O -5.540 4.853 6.870
C -5.729 4.228 8.169
C -5.387 2.760 8.059
N -3.917 2.581 7.929
C -3.568 1.125 7.860
C -2.123 1.001 7.747
O -1.640 1.569 6.537
C -0.271 1.748 6.424
H -6.069 6.545 5.845
H -5.624 6.801 7.588
H -7.201 6.231 7.037
H -6.726 4.457 8.575
H -4.954 4.773 8.812
H -6.030 2.406 7.278
H -5.747 2.308 8.994
H -3.616 3.007 7.059
H -4.070 0.643 7.043
H -3.883 0.717 8.791
H -1.729 0.005 7.772
H -1.665 1.559 8.572
H 0.146 0.761 6.594
H 0.001 2.508 7.162
H -0.075 2.103 5.408
C 7.689 -1.796 1.899
O 6.463 -1.123 1.855
C 6.308 -0.167 0.803
C 5.260 0.788 1.213
N 5.499 1.364 2.515
C 4.416 2.150 3.121
C 3.092 1.449 3.290
O 3.348 0.271 4.044
C 2.216 -0.582 4.122
H 7.820 -2.264 2.879
H 8.579 -1.086 1.874
H 7.771 -2.432 1.011
H 5.900 -0.551 -0.164
H 7.297 0.263 0.521
H 4.257 0.356 1.086
H 5.204 1.655 0.510
H 5.711 0.592 3.109
H 4.235 3.029 2.484
H 4.775 2.491 4.110
H 2.654 1.195 2.292
H 2.370 2.086 3.862
H 2.445 -1.533 4.575
H 1.700 -0.769 3.144
H 1.430 -0.068 4.755
C 0.798 -5.528 -0.609
O -0.331 -4.777 -1.078
C -0.920 -4.146 0.051
C -0.070 -3.073 0.727
N 0.240 -2.023 -0.252
C 1.075 -0.955 0.261
C 0.194 0.232 0.579
O 1.012 1.350 0.655
C 0.348 2.446 1.270
H 1.757 -5.055 -0.625
H 0.838 -6.348 -1.293
H 0.507 -5.924 0.351
H -1.080 -4.947 0.805
H -1.787 -3.617 -0.330
H 0.763 -3.637 1.213
H -0.742 -2.689 1.477
H 0.634 -2.446 -1.057
H 1.797 -0.656 -0.556
H 1.751 -1.270 0.992
H -0.315 0.010 1.543
H -0.590 0.265 -0.186
H -0.117 2.088 2.235
H -0.455 2.778 0.624
H 1.068 3.212 1.495
C 4.438 -7.002 -3.770
O 4.084 -6.069 -2.795
C 4.634 -4.805 -2.906
C 3.985 -3.761 -2.010
N 4.299 -4.069 -0.612
C 3.557 -3.210 0.280
C 3.725 -3.500 1.775
O 2.948 -4.702 2.038
C 2.323 -4.886 3.270
H 3.601 -7.647 -4.035
H 5.326 -7.497 -3.369
H 4.819 -6.544 -4.708
H 4.580 -4.285 -3.885
H 5.700 -4.810 -2.700
H 2.914 -3.699 -2.282
H 4.448 -2.796 -2.281
H 4.188 -5.059 -0.415
H 2.502 -3.208 0.051
H 3.833 -2.162 0.180
H 3.436 -2.694 2.429
H 4.775 -3.646 1.962
H 1.795 -5.817 3.155
H 1.666 -4.043 3.456
H 3.078 -4.819 4.065
C -3.463 -8.479 -0.813
O -3.276 -7.090 -1.015
C -4.385 -6.545 -1.745
C -4.228 -5.086 -2.019
N -2.982 -4.775 -2.637
C -2.814 -3.327 -2.903
C -3.296 -2.994 -4.320
O -4.643 -3.365 -4.427
C -5.237 -3.306 -5.687
H -4.481 -8.657 -0.413
H -2.717 -8.778 -0.141
H -3.351 -8.894 -1.805
H -5.296 -6.662 -1.176
H -4.488 -7.086 -2.705
H -4.245 -4.466 -1.074
H -5.041 -4.725 -2.608
H -2.102 -5.128 -2.137
H -1.805 -2.889 -2.819
H -3.307 -2.733 -2.167
H -2.686 -3.573 -5.030
H -3.256 -1.941 -4.556
H -4.813 -2.471 -6.233
H -6.290 -3.161 -5.545
H -5.063 -4.249 -6.192
C 2.788 -1.196 -3.763
O 1.673 -1.899 -3.954
C 1.429 -2.133 -5.337
C 0.319 -3.129 -5.416
N 0.792 -4.365 -4.906
C -0.187 -5.430 -5.127
C 0.208 -6.878 -4.674
O -0.714 -7.863 -5.140
C -1.945 -7.860 -4.427
H 3.638 -1.556 -4.287
H 3.068 -1.140 -2.732
H 2.636 -0.145 -4.061
H 2.325 -2.733 -5.754
H 1.310 -1.219 -5.870
H -0.024 -3.110 -6.444
H -0.478 -2.662 -4.854
H 0.940 -4.330 -3.905
H -0.247 -5.526 -6.204
H -1.212 -5.219 -4.715
H 0.330 -7.085 -3.585
H 1.128 -7.183 -5.149
H -2.400 -8.789 -4.765
H -2.602 -6.966 -4.614
H -1.799 -7.841 -3.336
C -0.843 5.648 0.227
O -1.727 5.022 1.137
C -2.854 4.470 0.459
C -3.462 3.228 1.101
N -3.809 3.307 2.519
C -2.748 3.148 3.558
C -2.735 4.393 4.397
O -1.492 4.395 5.111
C -1.549 5.229 6.237
H -1.366 6.436 -0.311
H -0.446 4.846 -0.414
H -0.010 5.957 0.864
H -2.597 4.192 -0.563
H -3.627 5.218 0.355
H -2.840 2.358 0.976
H -4.376 2.978 0.512
H -4.667 2.876 2.861
H -1.789 3.046 3.047
H -2.862 2.175 4.087
H -3.541 4.298 5.120
H -2.786 5.218 3.689
H -1.708 6.299 5.986
H -0.588 5.000 6.738
H -2.308 4.913 6.899
C 2.322 4.967 4.819
C 1.654 4.840 3.495
O 1.165 6.063 2.954
H 3.079 5.778 4.806
H 2.835 4.048 5.162
H 1.561 5.155 5.566
H 0.810 4.123 3.557
H 2.301 4.357 2.754
H 0.198 6.067 2.967
*
```

***

<2>
Formula: C62H156N10O21
Source: the OMol25 dataset
Level of theory: ωB97M-V/def2-TZVPD

HOMO energy, eV: -8.05

Structure (ORCA input):
```
! wB97M-V def2-TZVPD RIJCOSX def2/J DEFGRID3
* xyz 0 1
C 0.747 2.788 -0.443
O 1.810 2.040 0.060
C 1.559 1.576 1.357
C 0.374 0.630 1.376
N 0.522 -0.422 0.427
C -0.665 -1.258 0.009
C -1.692 -0.414 -0.771
O -2.295 0.418 0.201
C -2.800 1.659 -0.368
H -0.090 2.188 -0.869
H 1.068 3.367 -1.272
H 0.185 3.358 0.308
H 1.343 2.444 2.039
H 2.467 1.011 1.653
H -0.564 1.179 1.378
H 0.374 0.256 2.438
H 0.863 0.048 -0.412
H -1.120 -1.704 0.899
H -0.239 -2.024 -0.611
H -2.474 -1.030 -1.285
H -1.148 0.176 -1.513
H -3.246 1.478 -1.320
H -2.026 2.455 -0.441
H -3.545 2.131 0.261
C 7.012 -2.836 9.228
O 5.673 -2.703 8.894
C 5.158 -1.430 9.384
C 3.649 -1.321 9.249
N 3.287 -1.214 7.852
C 1.820 -1.260 7.647
C 1.587 -1.020 6.192
O 2.042 -2.247 5.557
C 1.670 -2.255 4.208
H 7.111 -2.712 10.306
H 7.704 -2.050 8.763
H 7.372 -3.797 8.816
H 5.564 -0.580 8.850
H 5.457 -1.315 10.440
H 3.207 -0.481 9.729
H 3.288 -2.218 9.784
H 3.640 -1.908 7.255
H 1.351 -0.508 8.270
H 1.372 -2.286 7.863
H 2.226 -0.209 5.865
H 0.538 -0.799 5.937
H 1.685 -1.267 3.737
H 0.575 -2.503 4.094
H 2.271 -3.011 3.654
C 6.510 0.151 -0.333
O 5.600 -0.155 0.739
C 5.094 0.911 1.475
C 4.516 0.351 2.764
N 5.633 -0.085 3.567
C 5.313 -0.846 4.759
C 6.567 -1.084 5.539
O 7.421 -1.846 4.650
C 8.653 -2.068 5.281
H 7.415 0.584 0.050
H 6.051 0.855 -0.996
H 6.769 -0.819 -0.702
H 4.298 1.404 0.848
H 5.839 1.664 1.792
H 3.836 -0.492 2.540
H 3.942 1.136 3.316
H 6.333 -0.627 3.081
H 4.818 -1.822 4.498
H 4.588 -0.249 5.322
H 6.318 -1.594 6.492
H 7.048 -0.105 5.727
H 9.386 -2.281 4.475
H 8.571 -2.846 5.976
H 9.032 -1.244 5.875
C 2.241 -7.181 -4.517
O 1.990 -6.810 -3.178
C 2.952 -7.187 -2.273
C 2.836 -6.216 -1.075
N 3.206 -4.910 -1.531
C 2.965 -3.933 -0.456
C 3.264 -2.549 -0.953
O 2.297 -2.064 -1.900
C 2.838 -0.840 -2.269
H 2.600 -8.208 -4.520
H 2.903 -6.454 -5.101
H 1.280 -7.231 -4.949
H 3.928 -7.079 -2.741
H 2.815 -8.273 -1.997
H 3.394 -6.617 -0.229
H 1.799 -6.289 -0.676
H 2.682 -4.721 -2.401
H 3.551 -4.240 0.447
H 1.924 -3.992 -0.191
H 4.303 -2.466 -1.332
H 3.211 -1.758 -0.155
H 3.829 -0.901 -2.654
H 2.854 -0.175 -1.425
H 2.321 -0.391 -3.108
C -5.847 -1.997 3.396
O -5.652 -2.250 2.038
C -5.450 -1.088 1.300
C -4.791 -1.381 -0.009
N -5.747 -1.959 -0.909
C -5.220 -2.522 -2.083
C -6.319 -2.724 -3.117
O -7.282 -3.658 -2.554
C -8.419 -3.839 -3.390
H -5.133 -1.262 3.758
H -5.729 -2.905 3.921
H -6.814 -1.604 3.599
H -4.828 -0.372 1.890
H -6.391 -0.547 1.117
H -3.907 -2.066 0.118
H -4.496 -0.375 -0.425
H -6.312 -2.616 -0.360
H -4.718 -3.463 -1.957
H -4.516 -1.828 -2.497
H -5.883 -3.099 -4.052
H -6.874 -1.806 -3.328
H -9.014 -2.918 -3.443
H -9.020 -4.621 -2.918
H -8.217 -4.116 -4.449
C -4.460 2.140 -4.172
O -3.280 2.774 -4.575
C -3.195 2.743 -5.977
C -2.282 3.870 -6.381
N -2.818 5.179 -5.991
C -1.914 6.271 -6.341
C -2.393 7.605 -5.862
O -2.325 7.567 -4.444
C -2.631 8.795 -3.739
H -4.600 1.114 -4.500
H -5.330 2.734 -4.491
H -4.503 2.194 -3.102
H -4.216 3.015 -6.406
H -2.910 1.773 -6.377
H -2.077 3.861 -7.474
H -1.226 3.695 -5.996
H -2.924 5.232 -4.985
H -1.762 6.341 -7.419
H -0.952 6.127 -5.868
H -3.418 7.782 -6.309
H -1.709 8.365 -6.184
H -2.081 9.608 -4.228
H -2.379 8.644 -2.705
H -3.697 9.026 -3.864
C 3.498 2.323 5.814
O 2.330 2.500 4.989
C 1.357 3.166 5.791
C 0.027 3.110 5.018
N -0.399 1.706 4.937
C -1.543 1.482 4.101
C -2.768 1.719 4.982
O -3.988 1.603 4.330
C -4.225 2.634 3.378
H 4.333 2.111 5.141
H 3.451 1.446 6.496
H 3.683 3.170 6.494
H 1.580 4.208 5.877
H 1.165 2.715 6.786
H 0.214 3.505 4.026
H -0.726 3.763 5.452
H 0.404 1.199 4.522
H -1.514 0.449 3.777
H -1.526 2.120 3.190
H -2.676 2.757 5.368
H -2.658 1.059 5.835
H -3.513 2.529 2.511
H -4.103 3.627 3.877
H -5.215 2.493 2.974
C -5.567 -5.990 -4.555
O -4.371 -5.370 -4.132
C -3.206 -6.161 -4.433
C -1.982 -5.714 -3.665
N -2.161 -5.660 -2.266
C -0.925 -5.116 -1.639
C -1.124 -4.979 -0.189
O -2.245 -4.077 0.064
C -2.548 -4.121 1.448
H -5.571 -6.028 -5.643
H -6.440 -5.436 -4.124
H -5.743 -7.017 -4.230
H -3.044 -6.214 -5.543
H -3.340 -7.234 -4.172
H -1.856 -4.703 -4.094
H -1.090 -6.356 -3.882
H -3.005 -5.117 -2.037
H -0.573 -4.123 -2.009
H -0.109 -5.801 -1.874
H -0.245 -4.600 0.380
H -1.421 -5.947 0.179
H -1.734 -3.803 2.061
H -2.772 -5.165 1.739
H -3.472 -3.573 1.636
C 3.341 3.091 -2.535
O 3.424 4.203 -1.646
C 2.894 5.440 -2.174
C 2.954 6.412 -1.032
N 1.882 6.092 -0.041
C 2.451 5.289 1.082
C 1.421 5.223 2.178
O 1.016 6.475 2.606
C 0.332 6.433 3.840
H 4.150 3.201 -3.268
H 2.359 3.080 -3.002
H 3.512 2.211 -1.926
H 1.849 5.316 -2.438
H 3.483 5.844 -2.972
H 2.805 7.453 -1.419
H 3.965 6.243 -0.649
H 1.748 6.963 0.502
H 3.350 5.758 1.389
H 2.624 4.267 0.762
H 1.724 4.570 3.004
H 0.539 4.693 1.774
H 0.983 6.097 4.652
H -0.560 5.813 3.720
H 0.047 7.476 4.001
C 0.178 -2.663 -7.490
O -1.039 -2.084 -7.122
C -1.929 -3.214 -6.838
C -3.084 -2.725 -6.004
N -2.877 -2.436 -4.583
C -1.631 -1.908 -4.104
C -1.495 -0.421 -4.336
O -0.252 0.053 -3.809
C -0.019 1.384 -4.154
H 0.074 -3.414 -8.299
H 0.616 -3.134 -6.588
H 0.885 -1.953 -7.800
H -1.373 -3.981 -6.397
H -2.383 -3.630 -7.781
H -3.817 -3.490 -5.960
H -3.507 -1.856 -6.544
H -3.389 -3.057 -3.984
H -0.726 -2.282 -4.616
H -1.592 -2.074 -3.020
H -2.303 0.125 -3.822
H -1.558 -0.296 -5.451
H 0.173 1.522 -5.215
H 0.901 1.616 -3.578
H -0.880 2.001 -3.886
C -3.191 5.271 -1.323
C -1.980 6.079 -1.116
O -0.953 5.263 -0.505
H -3.694 5.049 -0.376
H -2.844 4.372 -1.847
H -3.945 5.727 -2.014
H -2.159 6.917 -0.496
H -1.590 6.482 -2.054
H -0.095 5.753 -0.466
*
```

***

The structure shown above that is least stable: <1>.